No. 1
Density functional theory data (ωB97M-V/def2-TZVPD) for a gas-phase ion, CH3ClO2PS (charge -1).

Computed properties:
- 2S+1 = 3
- E_HOMO (alpha / beta) (eV) = 0.01 / -4.91
- frontier orbital gap (alpha / beta) (eV) = 3.52 / 6.68
- E_LUMO (alpha / beta) (eV) = 3.5 / 1.8
- energy relative to the best compared isomer or geometry (same formula, charge and spin) (kcal/mol) = 42.80
- ⟨S²⟩ = 2.007
- net charge = -1

The geometry in XYZ format:
```
9
CH3ClO2PS (ωB97M-V/def2-TZVPD)
Cl 2.1205 -1.8629 0.5446
S -0.9170 -0.9325 0.9059
P 0.3395 -1.8089 -0.7130
O -0.7788 1.2338 -0.6789
O 0.6995 -0.6316 -1.5513
C -0.4538 0.8072 0.5926
H -1.3886 1.2754 1.1811
H 0.5435 1.0904 0.9487
H -0.1647 0.8291 -1.2297
```

=====

No. 2
Density functional theory data (ωB97M-V/def2-TZVPD) for C16H20N2O4 in the gas phase.

Computed properties:
- SMILES string = CCCCCC(=O)N(O)[C@@H]1CC(=O)N(c2ccccc2)C1=O
- E_HOMO (eV) = -9.40
- frontier orbital gap (eV) = 10.00
- E_LUMO (eV) = 0.6
- energy relative to the best compared isomer or geometry (same formula, charge and spin) (kcal/mol) = 44.43

The geometry in XYZ format:
```
42
C16H20N2O4 (ωB97M-V/def2-TZVPD)
O 2.7083 -1.6849 1.4235
O 1.2024 -1.0744 -1.6812
O -3.2383 -2.3826 0.3153
O -0.2024 0.9883 -0.0629
N -1.9733 -0.4671 0.1766
N 1.3734 -1.3703 -0.3340
C 3.7680 -1.1905 -0.6901
C -4.1013 0.2209 -0.7826
C -0.8068 -2.5026 0.2123
C -3.0342 0.4733 0.0680
C 4.0505 0.3190 -0.7611
C -2.1693 -1.8465 0.2490
C -0.6470 -0.1056 0.1765
C 4.6223 0.8513 0.5520
C 5.6293 2.9847 -0.4132
C -4.0156 2.5605 0.7073
C 2.6098 -1.4456 0.2388
C 4.6711 2.3780 0.6058
C -5.0865 2.3129 -0.1349
C 0.1730 -1.3603 0.4634
C -2.9881 1.6412 0.8170
C -5.1280 1.1435 -0.8751
H -4.1305 -0.6901 -1.3586
H -5.9610 0.9475 -1.5329
H 6.6257 2.5639 -0.2954
H 4.7551 0.4980 -1.5745
H 0.5198 -1.3436 1.5049
H 4.6433 -1.7046 -0.2927
H 5.6284 0.4509 0.6948
H 4.0059 0.4913 1.3779
H -3.9797 3.4705 1.2867
H -2.1533 1.8288 1.4738
H -5.8885 3.0311 -0.2139
H 3.6670 2.7768 0.4431
H -0.7429 -3.3152 0.9332
H 1.1312 -0.1073 -1.7776
H 3.1290 0.8595 -0.9935
H 5.2926 2.7957 -1.4293
H -0.6514 -2.9202 -0.7861
H 5.6945 4.0615 -0.2745
H 4.9854 2.6780 1.6079
H 3.5366 -1.5783 -1.6821
```

=====

No. 3
Density functional theory data (ωB97M-V/def2-TZVPD) for 11 unconnected molecules or ions with the total composition H22O11.

Computed properties:
- SMILES string = O.O.O.O.O.O.O.O.O.O.O
- E_HOMO (eV) = -10.57
- frontier orbital gap (eV) = 9.99
- E_LUMO (eV) = -0.6
- energy relative to the best compared isomer or geometry (same formula, charge and spin) (kcal/mol) = 23.92

The geometry in XYZ format:
```
33
H22O11 (ωB97M-V/def2-TZVPD)
O 1.8265 -1.4739 -2.0846
O 1.4901 1.9916 -2.6939
O 1.8955 -1.9402 3.1619
O 0.5695 0.6127 3.6185
O -2.5412 -0.3292 1.0039
O -0.1922 -2.1114 0.9932
O -2.8840 3.2772 0.6909
O 0.4597 0.4549 -0.0198
O -0.9903 0.3894 -2.9297
O -1.1212 -2.2520 -1.6960
O 2.5789 1.8635 1.3164
H 1.9760 1.5249 0.6308
H -2.9203 -1.0871 0.5496
H -0.3767 0.8619 -0.2771
H 1.5257 2.0496 -3.6538
H 1.2663 -2.0521 2.4377
H -1.8591 0.7999 -3.0291
H 1.7071 -0.5688 -1.7508
H 0.8496 0.9247 2.7438
H -0.8706 -0.1311 -3.7365
H -0.4414 -2.3895 0.0822
H -1.7082 -0.6657 1.3743
H -2.5108 2.5165 1.1543
H 0.6336 1.5795 -2.5013
H 0.2065 -0.4168 0.3374
H 1.5648 -1.1706 3.6615
H -2.0355 -1.9538 -1.7344
H 2.5828 -1.4116 -2.6774
H -0.6167 -1.5690 -2.1637
H 0.7032 1.3930 4.1675
H -3.2545 2.9088 -0.1166
H 3.1272 1.1069 1.5581
H -0.6403 -2.7324 1.5831
```

=====

No. 4
Density functional theory data (ωB97M-V/def2-TZVPD) for a gas-phase ion, C35H63Cl2N4O2S2 (charge +1).

Computed properties:
- E_HOMO (eV) = -10.38
- frontier orbital gap (eV) = 5.76
- E_LUMO (eV) = -4.6
- net charge = +1

The geometry in XYZ format:
```
108
C35H63Cl2N4O2S2 (ωB97M-V/def2-TZVPD)
Cl -3.6376 -0.8596 5.6898
Cl -0.4363 1.5678 3.4112
S 5.8876 -2.5285 1.8285
S 4.5520 -1.3530 4.3454
O -2.7660 3.0434 0.4938
O -3.1707 1.3169 1.6351
N 3.2408 -3.3886 2.7973
N -2.3361 1.9123 0.7314
N -3.4568 -0.9640 0.4564
N -3.7493 -3.3208 -0.8384
C 5.9460 0.0642 0.3841
C 1.7641 0.4269 0.0404
C 0.8762 6.0364 -2.9874
C -2.8880 -0.1555 1.6416
C -3.4784 -0.1937 -2.0915
C 1.4844 -1.7289 1.6765
C -1.8912 0.2051 -1.9968
C -1.5435 3.6441 -5.2373
C -0.0929 -4.5976 3.3032
C 4.4100 -2.4614 3.0348
C 0.3895 7.1572 -1.8843
C -0.9330 -3.3606 3.9767
C 2.4466 -3.0482 1.5614
C -1.7053 1.0250 6.5287
C -0.3495 4.0025 -4.1574
C -1.7826 -2.4916 2.8273
C -2.0044 -0.8656 2.8702
C -0.3137 1.1889 -5.4262
C -1.7232 2.0230 -5.5036
C 5.3829 -0.7966 -0.8923
C -2.5374 0.5522 5.1854
C -4.2551 -0.3171 -0.6539
C 1.3764 -4.8884 3.9644
C 6.6260 -0.8264 1.5808
C -1.6895 -4.8651 -1.5150
C 2.3851 -3.5934 4.0268
C -0.2480 5.6666 -4.1275
C -2.5282 -3.4748 -1.7386
C 0.0194 0.5892 -3.9027
C -2.4331 -3.2836 1.5149
C -1.3843 0.0742 4.0787
C -1.0816 6.7594 -1.2268
C -3.2441 -2.4835 0.3357
C 2.2378 -0.2910 1.4404
C -1.1793 -0.4209 -3.3724
H 2.0448 0.4545 2.3518
H 3.1483 -3.8251 4.9163
H -2.1931 0.6073 7.5338
H -0.5854 0.6824 6.5524
H 7.7733 -0.9727 1.2870
H -1.8374 1.3871 -2.1482
H 3.2420 -2.8052 0.7049
H 0.6801 -1.8260 0.7994
H 1.1816 -5.2286 5.0858
H -2.1353 1.9188 -6.6191
H -1.2455 7.4508 -0.2962
H -5.1977 -1.0250 -0.8419
H -0.7424 -5.5814 3.4970
H -2.8269 -3.4498 -2.8930
H 0.1507 1.4615 -3.1056
H -0.0125 -4.5306 2.1144
H -2.2535 -4.4639 1.5162
H -0.6037 3.6687 -3.0554
H -1.6791 2.2184 6.5423
H 0.7266 3.6278 -4.5130
H -2.5714 1.6197 -4.8006
H -1.8259 -2.5502 -1.5424
H -0.3794 0.2260 -6.1228
H 1.8906 -4.0281 1.1807
H 6.6155 -0.2052 2.5789
H -1.9552 -0.4892 -4.2738
H -0.7601 -1.5081 -3.2005
H 0.6009 0.5701 -0.0378
H 0.3915 8.2328 -2.3752
H -2.5502 4.1077 -4.7949
H -1.9677 -5.7363 -2.2540
H 3.3907 -0.4746 1.3634
H 2.2353 -0.1798 -0.8435
H -0.5755 -0.5146 4.7287
H -0.3065 -2.6775 4.6924
H 6.7795 0.8006 -0.0334
H -3.6596 -1.1489 -2.7839
H 1.8369 -5.8192 3.4037
H -4.6945 0.7379 -0.4030
H 0.5910 1.8457 -5.7952
H -1.8893 7.0680 -2.0356
H -1.1376 5.6113 -1.0070
H -1.7834 -3.8466 4.6591
H -1.3101 6.1241 -3.9367
H -1.3491 -0.1304 -1.0143
H 4.4559 -1.4762 -0.6616
H 1.8843 6.3721 -3.4956
H 1.1235 5.0446 -2.3765
H 5.0809 0.7780 0.7875
H 1.1792 7.0983 -0.9913
H -3.8923 -4.2866 -0.4280
H 6.2748 -1.3585 -1.4068
H 2.2847 1.5010 0.0213
H 5.0029 0.0048 -1.6913
H -0.5453 -4.6093 -1.7402
H -3.1976 1.4418 4.8086
H 1.8453 -2.5839 4.3661
H 0.8669 -1.6395 2.6654
H -4.0088 0.7000 -2.6784
H 1.0587 0.0110 -3.9103
H -1.7107 -5.2923 -0.4257
H 0.2080 5.9647 -5.1788
H -1.3474 4.2286 -6.2545
```

=====

No. 5
Density functional theory data (ωB97M-V/def2-TZVPD) for a molecular structure, C28H36N5PS4Tl.

Computed properties:
- E_HOMO (eV) = -10.19
- frontier orbital gap (eV) = 8.33
- E_LUMO (eV) = -1.9
- energy relative to the best compared isomer or geometry (same formula, charge and spin) (kcal/mol) = 0.00
- net charge = +1

The geometry in XYZ format:
```
75
C28H36N5PS4Tl (ωB97M-V/def2-TZVPD)
Tl -1.1065 -1.0410 -0.1369
S 0.1796 1.2229 1.6131
S -2.6626 -0.3689 2.7891
S -4.5248 -0.1770 -0.1063
S -2.0252 1.9371 -0.9827
P 1.4274 0.2129 -1.8398
N 0.5290 -3.0486 4.5438
N -0.3152 -2.4713 2.2910
N -1.5537 -2.4837 5.4907
N 0.1629 -3.3598 6.7621
N -1.0138 -0.6066 -3.2829
C -5.1240 -0.2069 1.6008
C -0.6563 2.8052 1.3239
C 2.1219 -1.9208 -0.2564
C -1.7013 0.8569 3.7253
C 4.3938 2.8948 -1.0064
C -4.2580 0.4808 2.6495
C 3.0800 0.9515 -1.5887
C -0.0127 -0.0821 -4.1838
C 2.1953 -4.2356 -0.8888
C -3.5807 2.5116 -0.2553
C 0.0635 -2.7391 3.3543
C 1.8568 -3.8862 -2.1876
C 3.1617 2.2769 -1.1708
C -0.2943 -2.9643 5.5630
C 2.3316 -3.2484 0.0786
C 5.5597 2.1841 -1.2473
C 1.2139 0.3248 -3.6525
C -0.8621 3.0531 -0.1674
C 1.7853 -1.5595 -1.5648
C -0.2440 0.0073 -5.5500
C 5.4921 0.8573 -1.6526
C 4.2603 0.2451 -1.8248
C 1.9465 0.9279 -5.8752
C 1.6524 -2.5541 -2.5269
C -0.2235 0.8853 3.3445
C 0.7327 0.5095 -6.3969
C 2.1847 0.8354 -4.5120
C -4.7299 1.5626 -0.5771
H -0.3631 -3.2395 7.6070
H 0.2383 -0.0866 3.5295
H 2.5896 -3.5137 1.0954
H -0.0509 3.6121 1.7403
H -1.1927 4.0808 -0.3257
H -2.1931 -2.6393 6.2503
H -5.6489 1.9350 -0.1207
H 1.1106 -3.6883 6.8153
H -1.8105 0.0221 -3.2542
H -4.9026 1.5443 -1.6544
H 6.4013 0.2999 -1.8370
H 3.1353 1.1633 -4.1128
H 2.2533 2.8321 -0.9702
H -1.3537 -1.5006 -3.6212
H -2.1624 1.8319 3.5661
H 6.5220 2.6615 -1.1164
H 1.4044 -2.2918 -3.5484
H -3.4592 2.6178 0.8208
H -3.8136 3.4972 -0.6640
H 4.2121 -0.7897 -2.1412
H 1.7565 -4.6526 -2.9455
H 0.5432 0.5761 -7.4601
H -1.9615 -2.2781 4.5876
H 2.7118 1.3242 -6.5293
H 0.2850 1.6097 3.9832
H 2.2270 -1.1506 0.5028
H -4.0759 1.5209 2.3822
H 2.3523 -5.2742 -0.6292
H 0.0722 2.9264 -0.7138
H -1.7733 0.6387 4.7917
H -4.7770 0.4699 3.6090
H 4.4437 3.9269 -0.6848
H -5.2152 -1.2712 1.8292
H -1.6151 2.8102 1.8402
H -6.1343 0.2043 1.6304
H -1.1981 -0.3180 -5.9482
```

=====

No. 6
Density functional theory data (ωB97M-V/def2-TZVPD) for 4 unconnected molecules or ions with the total composition H8O4.

Computed properties:
- SMILES string = O.O.O.O
- E_HOMO (eV) = -11.46
- frontier orbital gap (eV) = 12.06
- E_LUMO (eV) = 0.6
- energy relative to the best compared isomer or geometry (same formula, charge and spin) (kcal/mol) = 26.76

The geometry in XYZ format:
```
12
H8O4 (ωB97M-V/def2-TZVPD)
O -31.0796 -29.3045 18.5461
O -31.8828 -25.0824 19.2041
O -34.9031 -24.1005 15.3104
O -36.5814 -23.1096 22.9978
H -35.6260 -23.1620 23.0206
H -30.8495 -29.7948 17.7569
H -34.8754 -24.6755 16.0751
H -34.6731 -24.6681 14.5748
H -31.6330 -25.8629 18.7095
H -36.7882 -22.2961 23.4580
H -30.3240 -29.4114 19.1240
H -32.5757 -25.3826 19.7923
```

=====

No. 7
Density functional theory data (ωB97M-V/def2-TZVPD) for a molecular structure, C44H65F4N2O4PS2SeTa.

Computed properties:
- 2S+1 = 2
- E_HOMO (alpha / beta) (eV) = -6.37 / -7.89
- frontier orbital gap (alpha / beta) (eV) = 6.68 / 8.38
- E_LUMO (alpha / beta) (eV) = 0.3 / 0.5
- energy relative to the best compared isomer or geometry (same formula, charge and spin) (kcal/mol) = 6.18
- ⟨S²⟩ = 0.753

The geometry in XYZ format:
```
124
C44H65F4N2O4PS2SeTa (ωB97M-V/def2-TZVPD)
Ta -0.2448 1.6475 0.7528
Se 0.7307 -0.7795 1.3437
S 0.0460 1.9642 3.2559
S -1.3939 -1.1521 3.8100
P -0.7821 0.5647 4.4980
F 4.8241 2.8592 1.1174
F 0.9244 6.3175 -0.4144
F 3.4601 7.0369 -0.5603
F 2.2533 2.1451 1.3966
O -1.8981 1.4184 5.2524
O 0.2747 0.4149 5.6915
O 1.0083 1.3283 -0.7241
O -1.5032 0.4817 -0.2845
N 0.1804 3.7243 0.6608
N -2.3446 2.8831 0.7302
C 1.8518 0.3222 -1.0495
C -0.7950 4.7528 1.0272
C -3.9081 -1.7454 -3.3403
C -2.4865 3.2426 -0.7159
C 4.4789 -3.0478 -1.8192
C 1.1416 1.6142 -3.7730
C -3.2484 -0.8093 -2.3246
C 1.9486 -0.7515 -0.1689
C -3.4897 1.2063 2.2331
C 2.0323 -0.7176 6.8403
C -1.1672 -5.6758 -2.0737
C -1.4659 -3.7143 -0.5506
C -2.9259 -5.7209 -0.2857
C -4.1246 1.0514 6.0745
C 1.4741 4.1761 0.4915
C 3.4718 -0.7620 -2.4203
C -2.4483 0.2303 -3.1230
C 2.6339 0.3361 -2.2105
C 1.8529 5.4411 0.0255
C -1.4965 -0.8564 -0.4279
C 2.7888 -1.8182 -0.4053
C -4.3678 -0.1535 -1.5094
C -2.3184 -1.5481 -1.3615
C -3.5380 4.2985 -1.0297
C -3.6376 2.3075 1.2127
C 3.1807 5.8138 -0.0791
C -0.6482 -1.6487 0.3472
C -0.5197 -5.8972 0.3123
C -2.2719 -2.9321 -1.3809
C 4.2156 4.9731 0.2690
C 2.5700 1.4845 -3.2218
C 5.4961 -3.1820 -0.6779
C 1.4793 -0.3413 5.4877
C -2.0354 4.0763 1.5559
C -2.6573 0.7821 6.3069
C 5.2467 -2.9185 -3.1349
C 3.5724 -1.8461 -1.5539
C -1.5132 -5.2368 -0.6438
C 3.5032 1.2383 -4.4080
C 3.8695 3.7243 0.7435
C 3.6223 -4.3206 -1.8887
C 2.5506 3.3611 0.8596
C 2.9915 2.8082 -2.5663
C -0.6377 -3.0355 0.3164
H 4.5480 1.1694 -4.0960
H -4.5372 3.9837 -0.7273
H -1.8719 3.7274 2.5755
H -4.1992 1.9600 0.3508
H -4.7100 0.6598 6.9079
H -3.1121 0.8107 -3.7697
H 5.2466 5.2767 0.1670
H -2.9393 1.5608 3.1016
H 2.2207 0.1754 7.4364
H -4.4555 0.5661 5.1565
H 4.5702 -2.8483 -3.9892
H 2.8842 -4.2418 -2.6897
H -4.2274 3.1208 1.6472
H 5.0007 -3.3173 0.2848
H -0.3907 5.4195 1.7943
H 2.8141 -2.6359 0.3069
H 3.0876 -4.4972 -0.9534
H -4.9802 -0.9184 -1.0263
H -4.3085 2.1233 5.9920
H -2.3112 1.2075 7.2485
H -1.8822 -5.2850 -2.8000
H -3.1829 -5.4266 0.7337
H -4.5163 -1.1491 -4.0231
H -5.0155 0.4553 -2.1469
H -3.9389 0.4661 -0.7318
H -1.7173 -0.2767 -3.7576
H 0.4366 1.8479 -2.9795
H -2.8804 4.7688 1.5595
H -1.0585 5.3741 0.1679
H -0.7345 -5.6435 1.3529
H -2.7277 2.3208 -1.2379
H -3.1671 -2.2825 -3.9367
H 3.4183 2.0772 -5.1010
H 6.1449 -4.0447 -0.8475
H 5.8725 -3.8015 -3.2767
H 5.8999 -2.0435 -3.1350
H -4.4793 0.8953 2.5755
H 3.2384 0.3288 -4.9519
H -2.9863 -6.8097 -0.3571
H 1.0983 2.4114 -4.5201
H -3.5562 4.4635 -2.1075
H -3.3209 5.2556 -0.5545
H 0.5082 -5.6022 0.0867
H 6.1197 -2.2883 -0.6142
H 4.0791 -0.7676 -3.3125
H 0.0466 -3.5585 0.9715
H -0.1727 -5.3202 -2.3518
H -2.4616 -0.2918 6.3098
H 0.8287 0.6829 -4.2499
H -0.5846 -6.9820 0.2127
H 2.3134 3.0827 -1.7632
H 2.1834 0.2821 4.9309
H 1.2503 -1.2296 4.8945
H -2.9123 -3.4486 -2.0843
H 2.9821 3.6082 -3.3117
H -1.1774 -6.7658 -2.1480
H 2.9710 -1.2598 6.7185
H 4.0033 2.7355 -2.1592
H 4.2536 -5.1909 -2.0840
H -1.9089 0.9096 -2.4700
H 1.3282 -1.3545 7.3754
H -4.5681 -2.4717 -2.8605
H -2.9749 0.3370 1.8259
H -1.5136 3.5711 -1.0858
H -3.6740 -5.2971 -0.9583
```

=====

No. 8
Density functional theory data (ωB97M-V/def2-TZVPD) for C9H17NO2 in the gas phase.

Computed properties:
- SMILES string = C=C(CCN(CC)CC)C(=O)O
- E_HOMO (eV) = -7.79
- frontier orbital gap (eV) = 8.10
- E_LUMO (eV) = 0.3
- energy relative to the best compared isomer or geometry (same formula, charge and spin) (kcal/mol) = 28.51

The geometry in XYZ format:
```
29
C9H17NO2 (ωB97M-V/def2-TZVPD)
O 2.0770 2.5033 -0.8962
O 1.2551 3.1949 1.0715
N -0.4277 -0.6264 -0.8627
C -0.8605 -1.8687 -0.2158
C -2.6939 0.2808 -1.2067
C 1.9884 -0.2667 -0.3142
C -0.8850 -1.8931 1.3102
C 0.9485 -0.4641 -1.4255
C -1.2900 0.5875 -0.6398
C 1.4791 0.4901 1.9945
C 1.6782 0.8430 0.6809
C 1.6488 2.2141 0.2077
H 1.4539 -0.5457 2.3626
H -1.8492 -2.1540 -0.5825
H 0.0606 -2.0721 1.7392
H -1.3569 0.8998 0.4132
H -1.2573 -0.9605 1.7279
H -1.5851 -2.6229 1.6562
H 0.9749 0.3710 -2.1158
H 2.9397 0.0095 -0.7897
H -3.2925 1.1769 -1.1404
H -2.6784 -0.0419 -2.2364
H 2.0692 -1.2093 0.2435
H 1.2224 -1.3533 -2.0299
H 1.3165 1.2342 2.7476
H -0.2264 -2.7214 -0.5111
H -0.8515 1.4206 -1.1956
H -3.2264 -0.4272 -0.5594
H 1.3684 4.0017 0.5664
```

=====

Number 1: maximum force 4.0 eV Å⁻¹. Number 2: maximum force 0.8 eV Å⁻¹. Number 3: maximum force 0.6 eV Å⁻¹. Number 4: maximum force 5.8 eV Å⁻¹. Number 5: maximum force 0.2 eV Å⁻¹. Number 6: maximum force 0.3 eV Å⁻¹. Number 7: maximum force 0.8 eV Å⁻¹. Number 8: maximum force 3.8 eV Å⁻¹.